Here is a 13-piece molecular cluster, C52H78O32 overall at a distorted geometry from OMol25. Energies are from wB97M-V/def2-TZVPD.

```
162
Properties=species:S:1:pos:R:3:forces:R:3:mulliken_charge:R:1
C 1.3941 3.1124 2.0282 -0.03 0.67 -2.31 0.86
C 1.9016 4.0468 3.0655 -0.60 -1.24 2.27 0.77
C 1.7785 5.5417 2.7724 1.74 -1.01 0.68 -0.30
O 0.4791 5.9030 3.2376 0.82 0.08 -0.09 -0.37
C 0.0524 4.9801 4.1103 0.92 -1.94 0.59 0.57
O -0.9587 5.0483 4.7227 -0.36 0.12 0.16 -0.54
O 0.9366 3.8824 4.2100 -0.23 2.53 -0.86 -0.43
H 0.3014 3.1391 1.9635 0.08 0.16 0.20 -0.30
H 1.6489 2.0612 2.0674 0.43 -0.09 0.37 -0.51
H 1.7464 3.5543 1.0644 -0.30 -0.84 0.38 -0.66
H 2.9077 3.7878 3.5026 -1.00 0.23 -0.73 0.31
H 1.9076 5.7442 1.7217 -0.16 0.30 -0.22 0.19
H 2.6738 5.9255 3.3453 -1.48 0.78 -0.38 0.24
C -5.3733 1.2003 3.1040 -0.52 1.72 -0.92 -1.76
C -4.1503 0.4114 3.2409 1.21 -0.28 -0.19 1.99
C -3.8511 -0.1546 4.5988 1.77 1.06 0.89 -0.41
O -3.3239 -1.4547 4.3724 -0.23 0.06 -0.34 -0.33
C -3.5462 -1.7566 3.0747 1.08 -2.09 0.00 0.43
O -3.1851 -2.8117 2.5982 -0.63 1.19 0.23 -0.57
O -4.1749 -0.7839 2.4519 -0.48 0.11 -1.11 -0.20
H -5.3678 1.9892 3.8773 0.01 -0.16 -0.40 0.39
H -6.2599 0.6192 3.2438 -0.62 -0.44 0.01 0.52
H -5.3831 1.6898 2.0850 -0.25 -0.46 1.10 0.16
H -3.3129 1.0119 2.8895 0.25 -0.18 -0.02 -0.85
H -4.7120 -0.1862 5.2237 -0.74 -0.25 0.62 0.35
H -3.0363 0.4321 5.0774 -0.70 -0.28 -0.05 0.28
C 5.4103 -3.4505 -1.2718 -1.11 1.18 -1.83 -1.95
C 4.0813 -2.8511 -0.8557 2.67 1.04 1.45 1.65
C 2.8144 -3.3030 -1.4692 0.54 -0.98 -1.34 -0.13
O 1.9458 -3.4443 -0.3814 -1.00 -0.02 0.53 0.27
C 2.6521 -3.5261 0.7571 -1.12 -0.37 0.96 0.27
O 2.1355 -3.8111 1.8127 0.73 0.17 -0.58 -0.63
O 3.9286 -3.2829 0.5413 0.08 0.40 -0.09 -0.50
H 6.2022 -3.0642 -0.6898 0.79 0.85 0.63 0.44
H 5.5806 -3.1833 -2.3398 0.08 -0.54 0.64 0.35
H 5.4137 -4.4736 -1.0690 -0.11 -1.93 -0.26 0.51
H 4.2824 -1.7709 -0.8414 -0.85 -0.02 0.12 -0.58
H 3.0241 -4.2980 -1.9008 -0.52 0.26 -0.15 0.39
H 2.3895 -2.6460 -2.2197 -0.03 -0.03 -0.01 -0.08
C 5.1915 -2.7895 5.2954 0.19 0.00 2.26 -1.73
C 4.9906 -2.1595 3.9864 0.56 -1.11 -1.79 0.82
C 4.1120 -0.9174 3.8496 -1.26 -1.67 -1.95 0.84
O 4.8727 -0.0953 2.9992 -0.13 1.33 -0.67 -0.25
C 6.0712 -0.6018 2.6914 -0.14 -1.27 2.43 0.47
O 6.9115 -0.0692 2.0597 0.46 0.60 -1.18 -0.54
O 6.2516 -1.7549 3.3930 -0.29 0.36 -0.49 -0.48
H 4.1642 -3.0427 5.6043 0.44 -0.85 0.04 0.35
H 5.4859 -2.1157 6.1062 0.26 0.41 -0.28 0.43
H 5.9606 -3.6158 5.3402 -1.33 0.61 -0.44 0.33
H 4.6190 -2.9872 3.3729 -0.12 0.37 -0.44 0.03
H 3.9585 -0.5026 4.8056 -0.23 1.10 1.04 0.62
H 3.1160 -1.0960 3.2854 1.58 0.09 1.15 -0.92
C 6.4727 1.9317 -0.9689 -0.97 -0.20 1.72 -1.75
C 5.2515 2.0036 0.0352 1.68 -0.03 -2.10 2.36
C 5.5330 2.6537 1.3598 -2.03 0.79 0.22 -0.36
O 4.7575 3.9650 1.3250 1.36 -2.49 0.39 -0.36
C 4.0260 3.8924 0.2425 -1.35 1.54 -1.58 0.37
O 3.2711 4.7830 -0.0849 0.22 -0.40 0.08 -0.54
O 4.1942 2.8005 -0.5141 0.10 0.06 0.60 -0.20
H 6.1293 1.9238 -1.9842 -0.35 -0.36 -0.51 0.39
H 6.9507 0.9788 -0.6797 0.32 0.62 -0.47 0.39
H 7.1257 2.7945 -0.8781 0.25 -0.04 0.25 0.40
H 4.9297 0.9738 0.1417 -0.57 0.08 0.23 -1.12
H 6.5068 2.9216 1.6034 1.79 0.26 0.11 0.44
H 5.1225 1.9922 2.0901 -0.35 0.19 0.97 0.15
C -3.1421 -2.6700 -5.8250 0.85 0.43 -0.66 -1.66
C -2.2850 -3.2782 -4.7121 -1.18 0.12 -0.06 1.69
C -1.8435 -4.7289 -4.9757 -0.70 0.27 -0.08 -0.59
O -0.5202 -4.7488 -4.4922 0.55 -0.58 0.17 -0.33
C -0.0474 -3.5194 -4.3226 -2.73 -0.07 -1.50 0.51
O 1.0713 -3.2736 -4.1027 2.54 0.88 0.94 -0.53
O -1.0169 -2.5899 -4.5971 0.02 -0.51 0.53 -0.33
H -2.4817 -2.5357 -6.6820 0.07 -0.23 -0.27 0.50
H -3.5712 -1.6650 -5.7000 0.20 -0.38 0.77 0.25
H -3.9514 -3.3203 -6.1310 -0.12 -0.30 0.20 0.37
H -2.8562 -3.2292 -3.7674 0.84 0.10 -0.25 -0.64
H -1.8680 -5.0190 -6.0316 0.17 0.27 -0.01 0.29
H -2.4205 -5.4577 -4.4255 -0.23 -0.01 0.24 0.33
O 0.0796 3.2158 -1.5853 0.33 0.99 -0.32 -0.11
C 0.5469 4.2654 -2.0005 -0.14 -1.31 0.97 0.46
O 1.1326 4.3416 -3.1983 -0.40 -0.66 0.84 -0.42
C 1.5584 5.6717 -3.4220 -0.40 0.69 -0.34 -0.62
C 1.5572 6.4439 -2.1118 -0.04 -0.44 0.20 -0.69
C 0.6176 5.5948 -1.2786 -0.93 0.01 -1.82 -0.17
H 0.7931 6.1065 -4.0593 0.45 0.14 -0.68 0.31
H 2.5478 5.5616 -3.8091 0.42 0.43 -0.83 0.41
H 1.1144 7.4244 -2.2427 0.37 0.25 -0.08 0.36
H 2.5681 6.4843 -1.7236 -0.05 0.16 0.33 0.20
H -0.3811 6.0243 -1.3560 -0.25 -0.07 0.12 0.69
H 0.8459 5.4585 -0.2749 0.53 -0.26 1.72 -0.29
O -4.3923 1.3139 -1.4758 0.20 -0.75 -0.31 -0.56
C -3.9398 2.0573 -0.6465 0.37 -1.23 -0.36 -0.22
O -4.6340 3.1179 -0.2973 0.53 1.01 1.20 -0.39
C -3.7488 4.0333 0.4759 -0.88 0.28 -2.79 -0.57
C -2.5744 3.2356 0.9332 -1.55 -1.77 1.79 -0.10
C -2.5976 1.9620 0.0788 -0.01 3.07 -1.69 3.30
H -4.3766 4.3813 1.2527 -0.35 0.82 0.70 0.36
H -3.5482 4.7813 -0.3272 0.21 0.03 1.15 0.12
H -2.7875 2.9970 1.9990 0.34 -0.12 -0.51 -0.03
H -1.6731 3.7552 0.9478 1.55 0.93 -0.37 0.37
H -2.4133 1.0893 0.5796 -0.06 -2.32 1.47 -0.10
H -1.7766 2.0298 -0.6421 -0.24 0.02 -0.30 -1.93
O -1.4337 -4.1298 -1.5265 0.15 0.16 -0.31 -0.48
C -1.1464 -5.0448 -0.8110 -0.73 -0.53 -0.31 0.37
O -1.0206 -6.3321 -1.2919 0.46 1.26 -0.35 -0.46
C -0.4060 -7.1152 -0.2880 -1.43 -0.03 1.50 -0.58
C -0.9622 -6.5368 1.0319 1.22 1.02 -1.06 -0.76
C -1.0293 -5.0380 0.6875 0.12 0.26 0.36 1.46
H 0.6615 -6.9887 -0.2513 0.58 -0.27 -0.56 0.23
H -0.7675 -8.1296 -0.3976 0.51 -0.28 -0.32 0.43
H -0.2492 -6.7236 1.8053 0.07 -0.30 0.84 0.37
H -1.9332 -6.9282 1.2163 -0.73 -0.34 0.43 0.39
H -0.1426 -4.4183 0.9720 -0.52 -0.73 -0.10 -0.81
H -1.9173 -4.5378 1.1039 0.30 -0.05 -0.17 -0.15
O -4.8218 -5.0489 -3.4040 -0.07 -1.11 -1.03 -0.62
C -4.9890 -3.9892 -2.8978 0.64 0.38 1.21 0.54
O -5.1793 -2.8573 -3.5828 -0.45 0.29 0.29 -0.38
C -5.2232 -1.7040 -2.6693 1.06 -2.15 0.59 -0.21
C -5.4612 -2.3568 -1.2504 -0.12 2.27 -1.08 -0.31
C -4.8645 -3.7184 -1.4112 0.69 0.29 0.42 0.34
H -6.0036 -1.1203 -3.0180 -1.57 1.26 -0.40 0.49
H -4.2925 -1.1874 -2.8575 0.33 0.23 0.58 0.05
H -6.5380 -2.3748 -1.1107 -0.28 -0.47 -0.15 0.28
H -5.1588 -1.6698 -0.4572 0.68 -0.38 -0.03 0.05
H -5.4119 -4.4294 -0.8373 -0.35 -0.83 0.22 0.55
H -3.7949 -3.8213 -1.0986 -0.73 0.32 -0.46 -0.56
O 2.3212 -0.3108 0.8710 -0.47 -0.28 0.37 -0.14
C 1.7318 -0.2266 -0.1843 -0.96 -0.60 0.58 -0.01
O 2.3672 0.1619 -1.2419 1.90 0.71 -1.47 -0.37
C 1.5592 0.3570 -2.4079 -1.71 -0.34 0.69 -0.65
C 0.2433 -0.4386 -2.0759 -0.13 0.07 -1.70 1.51
C 0.2996 -0.5578 -0.5944 1.10 -2.18 0.71 1.27
H 2.0115 -0.1583 -3.2224 0.74 0.14 -0.71 0.64
H 1.4555 1.4362 -2.5170 -0.16 -0.19 -0.35 -0.44
H 0.2403 -1.3723 -2.6713 0.32 0.18 0.79 -1.52
H -0.7201 -0.0001 -2.3907 0.65 0.45 0.06 0.41
H 0.0243 -1.5443 -0.1829 0.11 0.35 -0.21 -0.64
H -0.3456 0.1291 -0.1833 -1.37 1.63 1.37 -0.29
O -1.0888 0.0577 2.4255 0.06 -0.41 0.34 -0.47
C -0.4460 -0.6728 3.1534 -0.54 0.75 -0.77 -0.19
O 0.1010 -0.2064 4.2720 0.26 0.03 0.73 -0.36
C 0.7620 -1.2788 4.9885 -0.61 0.70 0.03 -0.27
C 0.3636 -2.5582 4.2898 -0.09 -1.02 -0.14 -0.78
C -0.0271 -2.0913 2.9074 1.46 2.16 -0.46 1.92
H 0.3966 -1.2483 5.9884 -0.40 0.05 0.85 0.53
H 1.8160 -1.0385 5.0677 0.18 -0.20 -0.47 -0.19
H -0.5067 -3.0297 4.7349 -0.13 0.11 0.41 0.40
H 1.1810 -3.2706 4.3772 0.01 -0.17 -0.52 0.33
H -0.7447 -2.5015 2.2276 -0.22 -1.02 0.14 -0.17
H 0.8931 -1.8026 2.3439 -0.34 -0.77 -0.07 -0.97
O -2.9895 6.4944 -3.1695 -0.70 2.13 0.63 -0.62
C -3.0369 5.3504 -3.4447 0.13 -1.35 -0.74 0.43
O -1.8887 4.6696 -3.5213 0.61 -1.42 -0.13 -0.33
C -2.1417 3.2317 -3.7074 2.09 0.97 -1.37 1.23
C -3.4976 3.1301 -4.2722 -1.99 -0.59 -1.24 -0.17
C -4.1891 4.4548 -3.8510 0.48 -1.01 0.57 -0.50
H -2.0656 2.8061 -2.7575 0.27 -0.82 1.47 -1.22
H -1.3181 2.8221 -4.3719 -0.97 0.57 0.88 0.28
H -4.0591 2.2835 -3.8268 0.44 0.36 -0.33 0.00
H -3.4416 2.9440 -5.3730 -0.28 0.48 0.77 0.32
H -4.8701 4.2328 -3.0344 0.18 0.20 0.53 0.15
H -4.8200 4.9409 -4.5512 -0.27 0.43 -1.02 0.42
```
Forces are in eV/Å.

Output
frontier orbital gap: 10.48 eV
energy relative to the best compared isomer or geometry (same formula, charge and spin): 0.00 kJ/mol
LUMO level: 0.0166 Ha
HOMO: -10.03 eV
total charge: 0